# 1
Formula: H12LiO6
Source: OMol25
Level of theory: the ωB97M-V functional and the def2-TZVPD basis

Structure (ORCA input):
```
! wB97M-V def2-TZVPD RIJCOSX def2/J DEFGRID3
* xyz 1 1
Li -0.218 0.289 0.028
O 0.044 1.826 1.506
H -0.563 2.255 2.044
H 0.822 2.394 1.531
O -0.564 1.379 -1.685
H 0.268 1.784 -2.068
H -1.341 0.914 -2.037
O 0.577 -1.534 1.473
H 0.425 -1.319 2.410
H 0.272 -2.612 1.681
O -2.281 0.117 0.456
H -2.204 0.097 1.320
H -2.818 -0.548 0.004
O 1.945 0.548 -0.579
H 2.612 -0.090 -0.500
H 1.940 0.936 -1.485
O 0.037 -1.872 -1.509
H 0.073 -2.744 -0.834
H 0.975 -1.819 -1.756
*
```

As for the gap between HOMO and LUMO: 11.7 eV. The energy relative to the best compared isomer or geometry (same formula, charge and spin) is 57.58 kcal per mole. Its HOMO energy is -0.5552 hartree.

=====

# 2
Formula: H12NO4
Source: OMol25
Level of theory: the ωB97M-V functional and the def2-TZVPD basis

Structure (ORCA input):
```
! wB97M-V def2-TZVPD RIJCOSX def2/J DEFGRID3
* xyz 1 1
N 1.088 0.389 0.453
H 1.805 1.069 0.707
H 0.202 0.661 0.894
H 0.998 0.526 -0.573
H 1.257 -0.604 0.710
H 1.685 -3.010 -0.175
H 1.535 -3.212 1.402
O 1.459 -2.660 0.652
H -2.197 0.395 1.940
H -1.342 1.092 2.892
O -1.257 0.498 2.127
H -1.666 2.895 -0.484
H -0.785 2.253 -1.506
O -0.854 2.349 -0.526
H -0.328 -0.459 -3.436
H -0.973 -1.551 -2.523
O -0.628 -0.631 -2.552
*
```

As for the gap between HOMO and LUMO: 12.2 eV. The energy relative to the best compared isomer or geometry (same formula, charge and spin) is 19.13 kcal per mole. Its HOMO energy is -0.5573 hartree.

=====

# 3
Formula: H12O6
Source: OMol25
Level of theory: the ωB97M-V functional and the def2-TZVPD basis

Structure (ORCA input):
```
! wB97M-V def2-TZVPD RIJCOSX def2/J DEFGRID3
* xyz 0 1
O 1.362 1.452 -5.188
H 0.515 1.882 -5.431
H 1.576 1.267 -6.085
O -1.476 -5.915 6.673
H -0.590 -5.563 6.731
H -1.911 -5.261 6.118
O -0.678 3.587 -2.875
H -0.227 2.777 -2.535
H -1.333 3.967 -2.271
O -1.676 2.758 -5.242
H -2.238 3.440 -5.152
H -1.162 2.782 -4.386
O 3.623 -2.286 6.371
H 3.682 -1.308 6.599
H 4.445 -2.743 6.916
O -1.242 0.070 -0.135
H -1.788 -0.600 -0.752
H -0.883 -0.306 0.646
*
```

As for the gap between HOMO and LUMO: 11.6 eV. The energy relative to the best compared isomer or geometry (same formula, charge and spin) is 61.50 kcal per mole. Its HOMO energy is -0.4084 hartree. Its SMILES is O.O.O.O.O.O.

=====

# 4
Formula: H12O6
Source: OMol25
Level of theory: the ωB97M-V functional and the def2-TZVPD basis

Structure (ORCA input):
```
! wB97M-V def2-TZVPD RIJCOSX def2/J DEFGRID3
* xyz 0 1
O -2.107 2.355 -0.568
H -2.731 1.623 -0.571
H -1.274 1.865 -0.537
O 1.816 0.560 2.673
H 1.324 0.904 1.886
H 1.192 0.587 3.396
O -0.382 -1.570 -3.156
H -0.125 -1.016 -2.456
H 0.317 -2.212 -3.263
O 1.364 -1.399 -0.946
H 1.971 -1.619 -1.675
H 1.769 -1.657 -0.118
O -1.216 0.133 1.744
H -1.763 -0.650 1.855
H -0.940 0.166 2.666
O 0.301 1.031 -0.416
H 0.557 0.244 -0.885
H -0.072 0.654 0.372
*
```

As for the gap between HOMO and LUMO: 10.3 eV. The energy relative to the best compared isomer or geometry (same formula, charge and spin) is 38.30 kcal per mole. Its HOMO energy is -0.3828 hartree. Its SMILES is O.O.O.O.O.O.